5
Properties=species:S:1:pos:R:3:forces:R:3 method="wB97M-V/def2-TZVPD" smiles="[H]/N=C/Br" total_charge=0 homo_lumo_gap_ev=11.425
Br 2.07407 0.19974 -0.03449 -0.208 -0.146 -0.271
N -0.50727 -0.85707 -0.04014 2.514 -2.162 -0.293
C 0.16949 0.16164 -0.07327 -0.675 3.196 0.819
H -1.44810 -0.72346 0.10845 -2.685 0.576 0.081
H -0.28820 1.21914 0.03944 1.055 -1.464 -0.336

***

116
Properties=species:S:1:pos:R:3:forces:R:3 method="wB97M-V/def2-TZVPD" smiles="O=[N+]([O-])c1ccccc1.O=[N+]([O-])c1ccccc1.O=[N+]([O-])c1ccccc1.O=[N+]([O-])c1ccccc1.CC(C)=O.CC(C)=O.CC(C)=O.CC(C)=O.CC(C)=O.CC(C)=O" total_charge=0 homo_lumo_gap_ev=8.076
O -1.01850 0.91517 3.04321 -1.915 0.518 2.465
O -0.33165 -1.92836 -0.72110 0.942 2.183 1.728
O -2.21927 4.37969 1.06338 -0.782 -0.400 -2.794
O 3.61926 4.63847 7.79129 0.274 0.112 -0.887
O 1.05368 -3.07236 -4.35414 -1.345 -0.178 -2.449
O 4.55376 5.23216 5.89428 -1.362 -1.270 1.191
O 3.45609 -4.51566 4.30938 -1.253 -0.899 -0.198
O 0.65198 -3.65532 -6.47453 -0.536 1.425 2.716
O 0.06959 1.68969 -3.53226 2.954 0.273 -1.761
O 4.79434 6.87137 1.01710 0.039 -0.023 -0.282
O 3.16814 7.71698 2.13981 -0.183 -0.668 -0.247
O 1.90727 -6.96262 -0.58084 -1.332 1.624 -0.051
O 2.29674 1.75521 -3.79339 -2.573 0.136 -0.422
O -4.38969 -1.96254 1.43488 -0.108 -1.669 -0.820
N 0.35498 -3.09168 -5.39104 0.584 -0.528 -0.333
N 3.76259 4.55403 6.57869 0.792 1.255 -0.298
N 3.67082 6.82898 1.47421 0.099 -0.284 0.092
N 1.13355 1.63828 -4.22508 -0.264 -1.012 1.144
C 3.26627 3.09380 4.63940 0.761 -2.629 -0.794
C 2.69186 1.88455 4.14308 -1.487 1.776 1.348
C -3.46076 -2.80344 -0.57277 -0.068 0.523 0.353
C 2.90460 5.56464 1.20292 -0.165 0.734 -0.355
C -0.20199 1.21156 -6.29230 -1.165 -0.053 2.731
C -3.36548 3.18588 -0.70073 -1.393 -0.194 0.900
C -1.81170 1.25158 3.95054 0.277 1.295 -1.411
C 0.66308 0.68388 -8.39189 1.861 0.415 1.117
C -3.07114 -1.74288 -6.36060 1.484 0.482 0.314
C 2.10143 3.86353 -0.22209 -0.319 1.242 -0.831
C 2.19181 0.96766 -6.45033 -1.362 0.160 1.521
C -2.36773 4.13566 -0.14902 2.164 -0.705 1.582
C -4.17204 -2.95873 0.74573 0.585 0.469 0.950
C 1.02435 1.26541 -5.66242 0.972 -0.068 -1.420
C -1.43662 4.64247 -1.21671 0.527 1.584 1.243
C 2.14161 -5.21198 2.52359 -0.891 0.410 -1.905
C 2.92664 3.56413 5.89907 -1.051 -0.182 -0.748
C -0.28176 0.44854 -0.59932 -0.307 -0.470 -0.734
C 1.27584 4.00688 2.06074 -0.347 0.027 -1.949
C -4.43022 -4.39138 1.26585 0.852 0.763 0.527
C 0.79774 -1.14135 1.21920 -0.045 -0.051 -0.134
C -1.00012 -2.41193 -5.32771 0.167 0.723 -1.966
C -2.49528 0.29305 4.88936 0.728 -0.824 -1.466
C -1.74767 -2.13795 -6.49783 -0.075 -1.437 -0.001
C 1.20060 -5.96047 -0.73958 2.370 -1.346 -0.489
C -2.77049 -1.46106 -3.94650 1.767 -0.690 -0.812
C 1.49333 1.39543 4.76001 3.015 -0.126 -1.661
C 1.87209 -4.57297 -1.01389 -0.879 -1.644 0.614
C -3.51146 -1.41509 -5.08166 -2.152 0.570 -0.342
C -2.28201 2.70593 4.12959 1.985 -1.299 -0.006
C -0.45462 0.86174 -7.58556 1.536 0.018 -1.506
C 2.91977 4.98094 -0.05492 -0.047 0.525 0.908
C 0.04066 -0.93151 -0.04399 -1.939 -1.987 -2.415
C -1.46402 -1.96412 -4.14124 -0.097 -0.754 2.565
C 2.44988 -5.11490 3.93564 0.550 1.210 2.145
C 2.08714 5.10227 2.19023 -0.266 0.355 2.418
C 2.00346 0.76952 -7.78759 -2.167 -0.683 -1.456
C 1.77799 3.07624 6.50886 -0.042 -1.021 -0.247
C 1.08376 1.98577 5.91256 0.081 0.939 1.553
C 1.45735 -5.71953 4.97442 1.374 -0.306 -0.519
C -0.31777 -6.05027 -0.75024 1.430 -1.002 0.254
C 1.22398 3.46875 0.77611 0.731 -1.495 0.805
H 0.58933 -0.36469 1.95504 0.085 -0.134 -0.008
H 0.60714 -5.09920 5.25802 0.223 0.246 -0.209
H -3.67163 -1.58344 -7.24401 -0.172 -0.110 0.101
H -0.68285 5.26461 -0.73412 -0.028 0.189 0.046
H -4.21118 -2.94668 -1.35023 0.222 -0.062 -0.323
H -0.70059 -5.44993 0.07507 -0.518 0.641 -0.796
H 3.13804 0.75313 -5.97597 0.141 0.547 -0.017
H 0.60554 3.63521 2.82164 0.203 0.126 0.177
H -3.78813 3.45891 -1.66765 0.071 0.318 0.108
H 2.06501 5.56872 3.16406 0.316 0.460 -0.004
H -4.53833 -1.11022 -4.94388 -0.272 0.115 -0.279
H 1.42498 -4.01444 -0.19156 0.289 0.906 -0.345
H 0.66145 0.90069 -0.90594 -0.044 0.562 0.452
H 0.32218 1.48827 6.49471 -0.424 0.313 0.011
H -2.75401 0.57002 5.91134 0.610 0.238 -0.136
H 1.09226 0.49112 4.32669 -0.438 0.029 0.337
H -3.60553 -5.06963 1.04682 0.074 0.124 -0.695
H -0.84730 0.38175 -1.52872 0.251 -0.725 -0.235
H 4.13407 3.39086 4.06925 0.146 0.626 0.425
H -1.82009 2.99399 5.07392 -0.239 0.122 0.412
H 3.14038 1.40561 3.28527 -0.176 0.068 -0.134
H 0.65549 2.55819 0.65736 -0.375 0.179 -0.331
H -3.20536 -1.19752 -2.99370 0.368 -0.031 0.077
H -2.96244 2.18338 -0.84441 0.329 0.035 0.221
H -0.85105 3.93973 -1.80947 -0.797 -0.385 -0.203
H -0.83971 -2.23748 -3.30344 0.055 0.469 0.451
H -3.44458 0.11178 4.38530 -0.189 -0.277 -0.069
H -2.09979 5.31295 -1.76329 0.339 -0.076 -0.811
H 0.53898 -2.14307 1.56228 0.013 0.141 0.267
H -4.13161 3.14843 0.07370 -0.396 -0.419 -0.288
H -1.47346 0.79671 -7.93785 0.068 -0.075 -0.103
H 1.85461 -1.16610 0.95363 0.193 0.185 0.106
H 2.92197 -4.77901 1.89775 0.418 -0.810 0.064
H -0.98192 1.07068 -0.04182 0.789 0.115 0.946
H -1.85996 -0.57804 4.72920 -0.449 -0.574 0.869
H -4.30954 -4.27787 2.34318 -0.924 -0.178 0.176
H 0.59671 0.47788 -9.44999 -0.049 -0.066 -0.031
H -1.71805 3.27563 3.39102 -1.067 0.411 -0.349
H 1.08201 -6.67714 4.61357 -0.111 0.017 -0.058
H -3.36614 2.73401 4.23904 0.163 0.439 -0.447
H -0.50787 -5.89149 -1.81173 -0.999 0.870 0.261
H 1.47431 3.44140 7.47882 0.050 0.017 -0.001
H 1.32983 -4.53893 2.24767 -0.549 0.293 0.560
H 3.46826 5.53058 -0.80556 0.176 -0.605 -0.396
H 2.10572 -5.91306 5.82897 -0.376 0.063 0.265
H 2.85642 0.55267 -8.41355 0.013 -0.025 -0.060
H -0.60431 -7.08218 -0.54741 0.174 -0.044 0.048
H 1.99908 3.49119 -1.23069 0.090 -0.484 -0.008
H -1.07783 1.29450 -5.66588 -0.028 0.435 0.310
H -2.59970 -3.46014 -0.69687 -0.294 -0.318 -0.031
H -1.39165 -2.42066 -7.47748 0.305 0.042 0.024
H 1.72034 -6.17058 2.22077 0.616 -0.224 -0.136
H 2.95673 -4.65414 -0.94276 -0.177 -0.111 0.220
H -5.34860 -4.87404 0.93160 -0.092 0.316 0.227
H -3.05569 -1.79151 -0.56895 -0.224 0.049 -0.349
H 1.62203 -4.18316 -2.00062 -0.366 0.174 0.218

***

18
Properties=species:S:1:pos:R:3:forces:R:3 method="wB97M-V/def2-TZVPD" total_charge=0 homo_lumo_gap_ev="7.850 / 7.010"
O -1.69187 -1.51601 0.80977 -0.028 0.343 0.008
C 0.48498 0.17501 0.28311 -0.425 -0.184 -0.036
C 1.06220 0.39362 1.49497 0.046 0.258 0.025
C -0.86945 -1.73527 -0.24857 0.210 -1.099 -0.229
C 0.42302 -1.18580 -0.30839 -0.254 0.207 -0.147
C 1.43925 -1.68680 -1.05588 -0.054 -0.229 0.085
C -0.60316 2.45822 -0.08429 -0.054 0.200 0.282
C -0.27668 1.06517 -0.48846 0.474 0.726 0.319
H 0.15195 3.16494 -0.44550 -0.065 0.049 -0.110
H -1.15459 -2.53975 -0.92161 0.008 -0.038 0.078
H -0.65084 2.59134 0.99885 0.086 -0.172 -0.002
H 1.04367 1.36570 1.96510 0.012 0.070 0.028
H -0.50898 0.77564 -1.50311 -0.165 -0.137 0.014
H -2.56029 -1.89397 0.63894 0.094 0.011 -0.061
H 2.36429 -1.14209 -1.15692 0.052 0.068 -0.022
H 1.36711 -2.65444 -1.53353 -0.036 -0.024 -0.056
H 1.55494 -0.40856 2.02166 0.029 -0.054 0.008
H -1.57557 2.77305 -0.46613 0.070 0.004 -0.184

***

116
Properties=species:S:1:pos:R:3:forces:R:3 method="wB97M-V/def2-TZVPD" total_charge=+1 homo_lumo_gap_ev=7.135
I 0.67302 0.79264 2.81201 -0.084 0.035 0.043
Zr -0.25552 0.36719 -0.22229 0.073 -0.200 -0.372
S -1.35070 -0.12419 -2.95737 0.030 -0.158 0.257
P 1.86817 2.24604 -0.13311 0.097 0.192 -0.009
O -0.66461 -0.49129 -4.15435 0.016 -0.046 -0.033
O 8.69149 -9.43140 -1.14794 0.011 -0.009 -0.001
O -0.76721 1.05599 -2.21478 0.095 0.236 -0.069
N -1.90507 -3.07949 -0.63633 0.052 -0.011 0.077
N 1.58930 -0.56502 -1.59965 0.112 -0.028 0.077
N 4.87288 -4.26045 -1.64492 0.003 0.007 -0.013
N -2.53360 -2.70963 -2.89661 0.013 0.047 -0.022
N 0.56395 -1.70994 0.59471 -0.052 -0.167 0.261
N 3.93910 -5.24713 0.11293 0.025 -0.010 0.024
N -1.24582 -1.15694 -1.73138 -0.207 0.324 0.059
N -6.83221 1.52657 -4.31217 -0.031 -0.053 0.032
C 4.15011 2.60535 -1.74738 -0.013 0.026 0.028
C 3.33983 3.42918 1.96727 0.012 0.006 -0.004
C -3.18491 -3.86579 -2.89477 -0.008 -0.020 0.003
C -2.98000 0.35362 -3.33707 0.064 0.075 0.008
C 3.82043 -3.46038 -1.27030 0.024 -0.013 0.003
C 6.55693 -8.64711 -0.30025 0.023 -0.028 0.002
C -3.22074 -0.11891 0.38194 0.017 -0.026 0.087
C -4.76263 0.27971 2.17578 -0.019 -0.001 0.031
C 2.68429 3.61078 -3.88244 -0.016 0.012 0.023
C 0.53503 3.41070 0.14652 -0.041 -0.180 -0.130
C -1.83461 3.31642 0.40663 0.011 0.080 0.045
C -0.04566 -2.33032 1.59516 0.090 -0.010 -0.021
C 4.28499 3.39233 2.98135 0.005 0.006 0.004
C -3.62909 -0.23978 -4.41640 -0.025 0.006 0.014
C -2.55589 -4.23545 -0.66718 -0.003 -0.030 0.025
C 1.62231 -2.32256 0.01139 -0.046 0.036 0.013
C 4.05624 3.42730 -4.00639 0.012 -0.012 -0.005
C -3.66599 0.52511 3.04011 0.043 -0.003 -0.020
C 3.30038 -2.25245 -1.81815 -0.021 0.028 -0.008
C 3.13762 -0.48227 -3.41800 0.013 -0.015 -0.034
C 4.90040 -5.32429 -0.77936 -0.021 0.009 -0.011
C -1.32006 0.76195 3.45558 0.170 0.024 -0.010
C 5.88930 -6.39701 -0.87321 0.025 -0.004 -0.013
C 4.78675 2.92773 -2.93842 0.007 -0.004 -0.001
C 7.99591 -7.27065 -1.65986 0.033 -0.026 -0.009
C -5.55676 1.15410 -4.00302 0.044 0.010 0.010
C 5.01368 2.23390 3.21820 -0.002 0.009 0.000
C -0.62760 2.62833 0.22573 -0.151 -0.149 -0.005
C 1.48537 -4.15724 1.56496 0.049 -0.025 0.000
C 2.19606 -1.68823 -1.15615 0.020 0.009 -0.024
C -1.85746 4.70172 0.47855 0.024 -0.012 0.001
C 3.77706 -1.60528 -2.96984 0.013 -0.030 0.021
C 3.11804 2.30081 1.18459 -0.013 -0.086 -0.047
C -3.22964 -4.69337 -1.78636 0.004 0.036 -0.035
C 7.08236 -6.24356 -1.58431 -0.017 0.011 -0.002
C 4.79759 1.10434 2.44166 -0.013 -0.009 -0.014
C 2.04559 3.29372 -2.69410 0.059 0.050 0.031
C -2.09470 0.12132 1.14527 -0.064 0.064 -0.108
C 0.38297 -3.55449 2.10900 -0.027 -0.014 0.019
C -3.60000 1.36271 -2.60245 -0.044 -0.046 -0.056
C 2.77678 2.78856 -1.61656 -0.068 0.004 -0.001
C 2.12797 -3.54003 0.48428 -0.024 0.000 -0.003
C 3.84742 1.13635 1.43068 -0.024 0.030 0.014
C -0.68308 5.44690 0.36300 -0.006 0.014 0.003
C -1.54322 1.07356 4.76572 -0.053 -0.007 -0.013
C 8.48151 -10.67813 -0.50186 -0.002 -0.001 -0.007
C -4.54477 -0.02718 0.87126 -0.007 0.011 0.006
C -4.90615 0.15494 -4.74364 0.008 -0.015 -0.012
C -1.92009 -2.36568 -1.76128 0.106 0.028 -0.157
C -2.86477 1.10673 5.24912 0.042 0.006 0.035
C 2.03745 0.00243 -2.70571 -0.089 -0.020 -0.006
C -4.87911 1.75369 -2.93051 -0.013 0.021 0.021
C 5.64601 -7.60549 -0.23333 -0.020 0.002 0.010
C -3.89711 0.84305 4.39949 -0.023 -0.010 -0.017
C -2.34091 0.46324 2.52031 -0.056 -0.001 0.024
C 3.26727 -4.09231 -0.18245 -0.031 -0.001 -0.015
C 0.52913 4.80364 0.19006 0.003 0.004 0.050
C 7.73956 -8.48454 -1.01864 -0.048 0.041 0.010
H -4.92024 0.87600 4.75376 -0.001 -0.001 -0.006
H -0.90871 -1.83352 2.01307 -0.014 -0.006 0.000
H 1.87061 -5.09761 1.93704 0.000 0.000 -0.003
H 4.55525 3.68136 -4.93247 -0.003 0.004 0.000
H 5.74683 2.21077 4.01354 0.000 0.000 0.000
H 2.76078 4.32836 1.79979 0.006 -0.002 0.005
H -0.71785 1.29969 5.42692 -0.007 0.002 0.010
H 4.63227 -2.00013 -3.50438 -0.005 0.000 -0.005
H -2.53704 -4.81675 0.24934 -0.003 0.001 -0.004
H -3.04650 1.34997 6.28724 -0.007 -0.002 -0.003
H -7.23007 2.34366 -3.88753 0.001 0.020 -0.015
H -3.12445 -0.39765 -0.65603 -0.027 -0.015 -0.003
H 5.35871 0.19817 2.62922 0.001 0.000 -0.001
H 3.46230 0.03719 -4.30806 -0.016 0.010 0.002
H 9.35535 -11.28167 -0.72564 0.004 0.002 0.000
H 8.92536 -7.15921 -2.20145 -0.005 0.006 0.000
H 4.45003 4.26960 3.59294 0.001 -0.002 0.001
H -5.41330 -0.30277 -5.58392 -0.003 0.004 0.003
H 0.97425 3.42782 -2.60133 -0.026 0.022 -0.008
H -0.72479 6.52769 0.40436 0.008 -0.002 -0.001
H -5.36192 2.54072 -2.36414 -0.002 0.000 -0.006
H 5.85724 2.79486 -3.02794 -0.001 -0.001 0.002
H 6.33710 -9.57600 0.20441 -0.006 0.005 0.002
H -3.07854 1.85280 -1.79108 0.006 0.008 -0.010
H -3.12082 -1.00284 -4.98764 -0.004 -0.005 -0.004
H -0.15617 -4.00063 2.93251 -0.006 0.013 0.002
H 7.58907 -11.17574 -0.88745 -0.002 0.001 0.000
H 7.32318 -5.30355 -2.06752 -0.001 0.000 0.002
H -2.76800 2.76929 0.50389 0.004 0.000 -0.002
H -2.79816 5.22042 0.62058 -0.005 -0.007 0.000
H 5.46441 -4.14959 -2.44919 0.006 -0.005 0.003
H 1.50609 0.87476 -3.05431 0.015 -0.061 -0.005
H -7.24746 1.21273 -5.16977 -0.004 0.022 -0.015
H 1.44376 5.37429 0.07421 -0.001 0.000 0.002
H 4.72558 -7.72639 0.32187 0.004 0.000 0.000
H -3.68424 -4.13183 -3.82037 -0.005 -0.021 0.012
H 4.72812 2.22218 -0.91542 0.012 0.002 -0.017
H -3.75725 -5.63471 -1.79331 -0.003 -0.001 -0.001
H 3.65960 0.24858 0.83271 0.018 -0.008 0.006
H 2.11204 4.00624 -4.71139 -0.005 -0.002 -0.001
H -5.37482 -0.21422 0.20059 0.006 -0.006 -0.002
H 8.39417 -10.55129 0.57925 0.002 0.000 0.003
H -5.76574 0.33956 2.58083 -0.002 0.001 -0.007

***

ΔE to the lowest compared entry with this formula, charge and spin? In order: 3.51; 76.62; 87.66; 0.00 kcal/mol.